The following is a DFT calculation (the ωB97M-V functional and the def2-TZVPD basis) of a structure of composition C21H39BrClINO5P at a distorted geometry.

XYZ file:
```
70
Properties=species:S:1:pos:R:3:forces:R:3:nbo_charge:R:1
C -3.90178 -2.67632 -2.36308 0.41 0.26 0.20 -0.9570
P -4.24600 -2.15220 -0.63017 -1.28 -0.51 -0.43 0.8423
C -4.43578 -0.34019 -0.71233 0.33 0.28 -0.16 -0.9613
C -2.72763 -2.49860 0.46255 -0.03 0.35 -0.02 -0.4119
C -1.81474 -1.23879 0.40875 0.14 -0.34 0.04 -0.4168
C -0.27957 -1.28506 0.51127 -0.10 0.22 0.00 -0.4071
C 0.35229 -1.33172 1.89529 0.15 -0.19 -0.19 -0.2258
N 1.79194 -1.00565 1.79610 -0.32 -0.06 0.51 -0.8438
C -2.22059 -3.83682 -0.08479 0.49 -0.08 0.15 0.1111
Cl -0.65249 -4.43204 0.64886 -0.13 0.13 -0.02 -0.0824
O -3.20927 -4.76089 0.30299 0.42 -0.19 0.30 -0.5097
C -3.34887 -4.51445 1.66688 -0.10 -1.15 0.83 0.7112
O -3.44459 -5.38072 2.48950 -0.10 1.15 -1.09 -0.4999
C -3.33643 -3.00013 1.81857 -0.46 0.21 0.09 -0.2819
Br -2.51026 -2.40014 3.43686 0.21 -0.14 -0.11 0.1306
I -5.53636 -2.67167 2.17611 0.41 0.08 0.30 0.1931
H -2.85624 -2.67118 -2.67981 -0.04 0.07 -0.13 0.2133
H -4.33106 -3.67068 -2.47365 0.19 -0.03 -0.08 0.2520
H -4.47680 -2.01447 -3.01255 0.05 -0.01 0.00 0.2509
H -4.87124 0.01280 0.22337 0.00 -0.02 -0.02 0.2464
H -3.54269 0.24887 -0.92786 -0.08 0.00 -0.03 0.2184
H -5.15112 -0.15404 -1.51613 -0.09 -0.05 0.09 0.2453
H -2.20885 -0.51696 1.13028 -0.03 -0.03 -0.01 0.2247
H -2.00100 -0.80441 -0.57344 0.09 -0.03 0.07 0.2113
H 0.12393 -2.07370 -0.12147 0.09 -0.02 0.06 0.2124
H 0.07117 -0.35203 0.05654 -0.07 0.00 0.01 0.2103
H 0.23699 -2.32615 2.32415 -0.03 0.01 0.03 0.1932
H -0.17818 -0.64022 2.55731 0.01 0.02 0.00 0.1697
H 1.94646 -0.09664 2.22039 0.17 0.15 -0.26 0.3717
H 2.29427 -1.64283 2.40234 0.14 -0.04 -0.12 0.3530
H -2.00651 -3.88884 -1.14406 -0.39 0.01 -0.05 0.2316
C -5.69702 -6.36151 -5.97668 -0.04 0.01 -0.02 -0.4301
C -5.30757 -5.25915 -6.96001 0.04 -0.01 0.02 -0.4305
C -5.81808 -4.01597 -6.24316 -0.03 -0.03 0.01 -0.0657
O -5.71037 -4.28897 -4.84469 0.01 0.02 0.02 -0.5443
C -5.44730 -5.67921 -4.63853 0.03 0.02 -0.01 -0.0685
H -5.12082 -7.27766 -6.09385 0.02 0.00 -0.01 0.2189
H -6.75537 -6.60692 -6.08508 0.00 0.00 0.01 0.2034
H -4.22166 -5.21634 -7.06706 0.00 0.00 0.00 0.2020
H -5.74293 -5.38057 -7.95044 -0.02 -0.01 0.00 0.2181
H -6.86793 -3.82052 -6.48621 0.01 0.00 -0.02 0.1655
H -5.23835 -3.12126 -6.47348 0.00 0.01 0.02 0.1821
H -4.40551 -5.80064 -4.32074 0.00 -0.03 0.00 0.1628
H -6.09537 -6.04568 -3.84215 -0.01 0.02 0.02 0.1887
C 3.52833 4.49039 2.81252 -0.09 0.05 -0.01 -0.4327
C 2.30140 4.37416 3.71552 0.05 -0.03 0.03 -0.4312
C 1.70953 3.04700 3.25958 0.01 0.02 -0.04 -0.0673
O 2.81310 2.23962 2.84390 -0.07 -0.07 0.01 -0.5507
C 3.99289 3.04453 2.73789 0.03 -0.01 0.03 -0.0626
H 4.30130 5.15334 3.19204 0.02 -0.01 0.00 0.2351
H 3.23325 4.84390 1.82190 0.01 0.00 0.00 0.1987
H 2.60876 4.31090 4.76165 0.00 0.00 0.00 0.2011
H 1.60161 5.20253 3.61584 0.00 0.00 -0.02 0.2153
H 1.03174 3.18603 2.40958 -0.01 0.02 0.01 0.1621
H 1.16875 2.52474 4.05044 0.00 -0.03 -0.01 0.1813
H 4.66364 2.80049 3.56810 0.01 0.02 -0.01 0.1653
H 4.49938 2.80510 1.80302 -0.01 -0.03 -0.01 0.1856
C 8.57559 6.38560 1.12523 -0.03 0.02 -0.02 -0.4304
C 8.18459 7.51213 2.08006 0.03 -0.02 0.03 -0.4302
C 6.74225 7.14839 2.40710 0.00 -0.01 -0.04 -0.0672
O 6.66679 5.72243 2.34708 0.00 -0.01 0.01 -0.5455
C 7.85069 5.19692 1.74237 0.02 0.01 0.04 -0.0658
H 9.65008 6.22791 1.04951 0.01 0.00 0.01 0.2185
H 8.18840 6.58824 0.12458 0.00 0.00 0.00 0.2026
H 8.79934 7.47250 2.98157 0.00 0.00 0.00 0.2029
H 8.27830 8.50662 1.64714 0.00 0.00 -0.02 0.2181
H 6.04973 7.57153 1.67127 0.01 0.02 0.00 0.1650
H 6.43318 7.47634 3.40029 -0.01 -0.02 0.01 0.1840
H 8.46085 4.71773 2.51530 0.02 0.00 -0.02 0.1656
H 7.56580 4.44118 1.00980 -0.03 -0.01 0.01 0.1851
```
Forces are in eV/Å.

Computed properties:
E = -4927.67978 hartree
molecular weight = 658.8 g mol⁻¹
largest force on an atom = 1.59 eV Å⁻¹
highest occupied orbital energy = -7.69 eV
spin multiplicity = 1
gap between HOMO and LUMO = 7.291 eV



The following is a DFT calculation (the ωB97M-V functional and the def2-TZVPD basis) of a cluster of 2 separate species, C21H39Cl2N3O9S3 in total at a distorted geometry.

XYZ file:
```
77
Properties=species:S:1:pos:R:3:forces:R:3:mulliken_charge:R:1
C 3.46151 -3.27961 -0.17552 -0.94 0.39 -0.93 -1.0462
C 3.22665 -1.96697 -0.73595 0.85 -0.61 1.03 -0.3052
C 1.99732 -0.98806 -0.33911 -0.33 -0.77 -2.02 1.6310
C 2.21188 -0.25178 1.04682 -0.76 0.52 1.07 -0.2477
C 3.42394 -0.63292 1.98223 0.62 1.26 1.59 -1.1679
O 3.39532 -1.95759 2.58004 0.19 0.39 -0.32 -0.5587
C 4.89470 -0.22974 1.42400 -0.97 0.11 -0.75 0.3910
N 5.53495 0.78043 2.34511 -0.15 -1.18 0.23 -0.7049
C 1.60053 0.01398 -1.58610 1.10 -0.84 0.51 0.0157
Cl 1.88411 -1.13529 -3.05999 -0.71 0.71 0.33 -0.1582
C 2.81629 1.00748 -1.83509 1.41 1.02 -1.95 -1.9032
N 2.92670 2.26464 -1.09510 0.87 0.70 0.51 0.1656
C 4.34253 2.79389 -1.04836 -0.11 0.13 -1.60 -0.8279
C 0.12850 0.63624 -1.56105 -1.05 0.25 0.10 2.0722
C -0.31709 1.21872 -3.00836 -0.71 -0.27 -0.48 -1.2029
S 0.56119 2.71337 -3.63496 -0.71 0.47 -0.29 -0.1121
C -0.73545 4.07107 -3.71933 -1.16 0.05 0.83 -0.2542
C -0.43124 5.29903 -2.74002 -0.23 0.47 -0.36 -0.8228
C 0.01805 1.77121 -0.39367 -1.35 2.93 5.86 -0.2462
O 0.13897 3.01914 -0.57999 0.00 -2.88 -1.88 -0.5432
O -0.33060 1.45382 0.92623 1.15 -1.03 -5.45 -0.6832
C -1.06986 -0.40800 -1.19655 -1.47 -0.22 -1.65 -0.0926
C -1.48298 -1.39609 -2.41833 -1.04 -1.46 -0.60 -0.4099
C -2.50938 -2.56302 -1.96659 0.59 -1.98 -0.17 -0.4688
N -2.22602 -3.84919 -2.12343 -1.02 3.43 0.45 -0.5608
C -2.48847 0.29840 -0.88663 -1.16 0.15 0.24 -1.1622
C -3.30622 -0.33368 0.33532 -0.73 0.38 0.45 -0.8290
C -3.02503 0.32087 1.76122 0.18 0.39 -0.25 -0.2756
C -4.27481 0.04625 2.72644 -0.33 0.89 -1.81 -0.6904
S -4.05220 -1.62091 3.50596 6.19 0.00 4.42 1.0903
O -4.09544 -1.42527 5.01184 -1.94 -0.61 -3.40 -0.6121
O -2.74035 -2.27973 3.19256 -4.15 1.62 -0.54 -0.4275
Cl -5.53912 -2.91911 2.80751 -0.36 0.19 0.27 -0.3280
O -0.80673 -1.24015 -0.04250 1.61 -0.53 -0.64 0.2789
S 0.54659 -2.17691 -0.11444 0.84 -5.98 2.82 1.0663
O 0.66983 -2.85957 1.24352 -0.73 3.23 -2.87 -0.7709
O 0.54071 -3.30824 -1.10295 -0.38 3.92 0.88 -0.7216
H 4.14616 -3.50009 0.71391 0.53 0.29 -2.44 0.1895
H 2.92301 -4.15802 -0.66661 -0.73 1.29 2.18 0.2224
H 4.06902 -1.62214 -1.44556 -0.78 0.78 2.44 0.2112
H 2.24146 0.89728 0.93256 0.06 -1.86 -0.25 0.5003
H 1.25198 -0.42020 1.66869 1.51 0.29 -1.04 -0.0494
H 3.31927 0.07034 2.90022 -0.07 -0.66 -1.68 0.6366
H 2.83007 -1.96830 3.37847 0.29 0.27 -0.96 0.3160
H 4.68331 0.31154 0.42911 0.56 -0.91 1.45 -0.4131
H 5.55372 -1.13931 1.22762 -1.02 0.95 0.25 0.2050
H 6.51765 0.93790 2.08778 -0.59 -0.18 0.04 0.2561
H 5.55094 0.37968 3.30421 0.05 0.34 -0.91 0.2338
H 2.81220 1.26597 -2.96720 -0.22 -0.64 1.51 0.5064
H 3.84040 0.48543 -1.71561 -1.96 0.28 0.04 0.3611
H 2.42236 3.02976 -1.58369 -0.25 -1.10 0.69 0.1978
H 4.55269 3.19407 -2.11601 0.21 -0.45 1.52 0.3192
H 4.45378 3.67304 -0.33769 -0.27 -1.34 -0.69 0.2518
H 5.11558 1.98357 -0.85711 -1.06 1.01 0.07 0.2843
H -1.44045 1.48304 -3.04136 1.76 -0.41 0.45 0.3282
H -0.18989 0.44437 -3.85134 0.01 0.96 1.66 0.2922
H -1.72381 3.60229 -3.36284 1.44 0.56 -0.61 0.1474
H -0.91452 4.39595 -4.80494 0.62 -0.48 1.58 0.4432
H 0.69381 5.49328 -2.66406 -1.63 -0.27 -0.05 0.2116
H -0.86878 5.14033 -1.69914 0.89 -0.11 -1.43 0.1537
H -0.94249 6.24718 -3.15585 0.86 -1.38 0.48 0.3540
H -0.64318 -1.96047 -2.91218 -0.68 0.71 0.79 0.3001
H -2.05014 -0.84965 -3.26213 1.01 -0.50 1.46 0.6283
H -3.54521 -2.34340 -1.52585 1.54 0.38 -0.62 0.3097
H -3.04600 -4.36351 -1.75808 0.47 0.12 -0.32 0.2533
H -3.21033 0.19080 -1.78626 1.46 -0.06 1.22 0.4976
H -2.47633 1.41674 -0.71245 0.58 -1.26 -0.03 0.3945
H -3.25305 -1.46438 0.43285 0.28 1.38 -0.28 0.2049
H -4.42131 -0.10887 0.10951 1.61 -0.25 0.24 0.4126
H -2.94648 1.46506 1.64799 -0.15 -1.69 0.21 0.4676
H -2.02861 0.00419 2.23803 -1.55 0.39 -0.87 0.0686
H -5.24672 0.00849 2.11892 1.36 -0.13 0.83 0.3862
H -4.38634 0.90172 3.46747 0.26 -1.80 -0.21 0.3683
O -7.34051 -3.43762 5.96390 0.06 -0.06 0.28 -0.3546
H -6.89910 -3.66906 5.11364 0.27 0.20 -0.26 0.4003
H -6.88429 -2.68518 6.40921 0.10 -0.11 -0.23 0.4589
H -7.40909 -4.21856 6.55706 0.07 0.21 -0.14 0.4676
```
Forces are in eV/Å.

Computed properties:
E = -3779.33121 hartree
molecular weight = 644.7 g mol⁻¹
largest force on an atom = 7.60 eV Å⁻¹
highest occupied orbital energy = -6.08 eV
spin multiplicity = 1
gap between HOMO and LUMO = 2.675 eV